1.
2 unconnected molecules or ions with the total composition CH7NO2. Source: OMol25; level of theory: ωB97M-V/def2-TZVPD.

**<S²>**: 0.757
**Relative energy (zero: lowest compared OMol25 entry of this formula, charge and spin)**: 78.4 kJ/mol
**2S+1**: 2
**Kohn-Sham gap (spin up / spin down)**: 9.885 / 3.657 eV
**Calculated total energy**: -6724.73027 eV
**Total charge**: +1

Last column: Mulliken charge in e.
Cartesian coordinates (Å):
N: -1.476 1.610 1.193  -0.075
C: -1.027 0.693 0.113  -0.278
O: 0.385 0.275 0.206  -0.392
H: -1.109 2.558 1.129  0.332
H: -1.200 1.263 2.095  0.349
H: -1.783 -0.125 0.298  0.317
H: -1.285 1.073 -0.947  0.355
H: 0.908 0.867 -0.397  0.391
H: 2.124 -3.558 -1.331  0.335
H: 1.897 -1.982 -1.073  0.291
O: 2.566 -2.673 -1.286  -0.624

---

2.
A single C4H4BrN molecule. Source: OMol25; level of theory: ωB97M-V/def2-TZVPD.

**SMILES**: C/C(C#N)=C\Br
**Relative energy (zero: lowest compared OMol25 entry of this formula, charge and spin)**: 41.9 kJ/mol
**Kohn-Sham gap**: 9.754 eV
**Calculated total energy**: -75743.92494 eV
**Total charge**: 0

Last column: Mulliken charge in e.
Cartesian coordinates (Å):
C: 0.479 0.160 0.302  -1.236
C: -0.865 -0.372 0.016  0.761
C: -1.684 -0.304 1.137  0.086
N: -2.235 -0.257 2.129  -0.388
C: -1.302 -0.873 -1.156  -0.473
Br: -0.274 -0.654 -2.687  -0.100
H: 0.769 1.097 -0.238  0.326
H: 1.248 -0.569 -0.006  0.352
H: 0.544 0.422 1.468  0.316
H: -2.194 -1.558 -1.355  0.356

---

3.
2 unconnected molecules or ions with the total composition C6H15N2. Source: OMol25; level of theory: ωB97M-V/def2-TZVPD.

**Relative energy (zero: lowest compared OMol25 entry of this formula, charge and spin)**: 228.6 kJ/mol
**Kohn-Sham gap**: 8.974 eV
**Calculated total energy**: -9437.60233 eV
**Total charge**: +1

Last column: Mulliken charge in e.
Cartesian coordinates (Å):
C: 0.817 2.341 -0.855  -1.117
C: 0.399 2.028 0.574  -0.303
C: -0.827 1.677 1.063  0.044
N: -0.901 1.304 2.458  -0.490
H: -0.017 2.193 -1.591  0.267
H: 1.059 3.427 -1.001  0.342
H: 1.690 1.733 -1.169  0.310
H: 1.219 2.231 1.314  0.200
H: -1.740 1.558 0.502  0.351
H: -1.796 1.578 2.880  0.267
H: -0.163 1.776 2.988  0.248
C: 0.069 -2.328 0.663  -1.232
C: -0.065 -1.962 -0.755  0.711
C: -0.548 -2.778 -1.724  -0.949
N: 0.399 -0.604 -1.035  -0.149
H: -0.352 -3.317 0.918  0.361
H: 1.095 -2.329 0.993  0.339
H: -0.410 -1.508 1.236  0.354
H: -0.581 -2.527 -2.783  0.275
H: -1.008 -3.749 -1.503  0.273
H: 1.396 -0.586 -1.351  0.413
H: 0.412 -0.125 -0.117  0.087
H: -0.146 -0.034 -1.704  0.397

---

4.
5 unconnected molecules or ions with the total composition C27H65O13P2S5. Source: OMol25; level of theory: ωB97M-V/def2-TZVPD.

**Relative energy (zero: lowest compared OMol25 entry of this formula, charge and spin)**: 0.0 kJ/mol
**Kohn-Sham gap**: 5.015 eV
**Calculated total energy**: -128418.19562 eV
**Total charge**: -1

Last column: Mulliken charge in e.
Cartesian coordinates (Å):
C: -0.097 5.177 0.017  -0.149
C: 0.200 5.342 -1.153  -0.234
C: 0.385 5.376 -2.688  -1.066
P: -0.386 3.905 -3.668  1.119
C: -1.952 3.813 -2.560  -1.371
C: -3.149 2.991 -3.250  -0.741
C: -2.897 1.418 -3.265  0.129
C: -3.098 0.905 -4.764  -0.465
C: -3.348 -0.684 -4.830  -0.822
C: -1.927 -1.386 -4.691  -0.518
C: -1.629 -1.938 -3.225  -0.173
C: -0.264 -2.768 -3.271  -0.756
C: 0.536 2.564 -2.642  -0.629
S: 2.390 2.730 -2.901  -0.170
C: 2.859 1.594 -4.265  -0.525
C: 3.151 0.112 -3.733  -0.727
P: -1.282 5.389 -5.068  -0.331
C: -1.488 4.440 -6.713  -0.675
O: -2.849 5.902 -4.594  -0.495
H: -0.427 5.121 1.073  0.435
H: -0.117 6.327 -3.055  0.413
H: 1.479 5.505 -2.966  0.333
H: -0.938 2.843 -4.502  -0.385
H: 0.785 3.917 -4.560  0.046
H: -1.763 3.252 -1.586  0.445
H: -2.323 4.835 -2.221  0.421
H: -4.067 3.159 -2.597  0.369
H: -3.388 3.376 -4.281  0.255
H: -3.734 0.926 -2.668  0.581
H: -1.913 1.112 -2.820  -0.446
H: -3.928 1.451 -5.303  0.382
H: -2.160 1.084 -5.375  0.021
H: -3.872 -0.937 -5.805  0.318
H: -4.040 -1.030 -4.006  0.401
H: -1.075 -0.725 -5.019  0.193
H: -1.941 -2.287 -5.382  0.411
H: -2.461 -2.592 -2.831  0.238
H: -1.473 -1.094 -2.498  0.122
H: -0.076 -3.191 -2.231  0.062
H: 0.612 -2.123 -3.557  0.136
H: -0.328 -3.647 -3.985  0.329
H: 0.342 2.577 -1.536  0.431
H: 0.290 1.541 -3.081  -0.174
H: 2.048 1.482 -5.055  0.238
H: 3.766 1.966 -4.839  0.423
H: 3.982 0.210 -2.970  0.250
H: 3.547 -0.551 -4.559  0.350
H: 2.200 -0.292 -3.270  0.043
H: -0.422 4.222 -7.042  0.261
H: -1.962 3.451 -6.442  -0.009
H: -2.053 5.029 -7.482  0.387
H: -2.808 6.854 -4.387  0.329
O: 0.104 -4.705 0.276  -0.535
S: 1.456 -4.753 0.757  1.106
O: 2.555 -5.077 -0.106  -0.633
O: 1.515 -5.706 2.053  -0.205
C: 1.048 -7.054 1.927  -0.083
C: 2.022 -7.922 1.152  -1.099
C: 1.826 -3.230 1.570  -0.977
H: 0.054 -7.072 1.472  0.078
H: 0.944 -7.447 2.940  0.288
H: 2.101 -7.597 0.114  0.307
H: 1.696 -8.964 1.153  0.410
H: 3.022 -7.860 1.587  0.253
H: 1.017 -2.986 2.255  0.315
H: 1.914 -2.461 0.803  0.472
H: 2.771 -3.332 2.101  0.293
O: -5.452 -7.451 2.492  -0.641
S: -4.561 -7.841 1.437  1.198
O: -3.262 -8.387 1.711  -0.585
O: -4.406 -6.621 0.406  -0.241
C: -3.959 -5.353 0.910  -0.574
C: -2.477 -5.364 1.234  -0.889
C: -5.407 -8.949 0.351  -0.950
H: -4.552 -5.058 1.779  0.346
H: -4.149 -4.618 0.126  0.306
H: -2.260 -6.043 2.062  0.345
H: -2.136 -4.369 1.520  0.393
H: -1.899 -5.705 0.377  0.302
H: -6.382 -8.532 0.106  0.318
H: -5.524 -9.897 0.874  0.370
H: -4.806 -9.091 -0.545  0.308
O: 3.479 -2.894 4.731  -0.495
S: 4.008 -2.409 5.973  1.116
O: 3.200 -2.324 7.154  -0.604
O: 4.712 -0.987 5.719  -0.301
C: 3.931 0.066 5.135  -0.219
C: 2.937 0.650 6.121  -0.990
C: 5.470 -3.319 6.368  -0.971
H: 3.429 -0.289 4.231  0.239
H: 4.632 0.844 4.828  0.271
H: 2.179 -0.083 6.400  0.311
H: 2.425 1.511 5.688  0.376
H: 3.442 0.959 7.039  0.261
H: 6.111 -3.364 5.490  0.315
H: 5.163 -4.323 6.661  0.360
H: 5.976 -2.830 7.198  0.339
O: -0.090 5.980 4.031  -0.618
S: 1.269 6.344 4.311  1.231
O: 1.939 5.906 5.504  -0.617
O: 1.415 7.943 4.193  -0.274
C: 0.565 8.764 4.999  -0.353
C: 0.987 8.759 6.457  -0.977
C: 2.277 5.917 2.924  -0.957
H: -0.479 8.456 4.889  0.326
H: 0.643 9.780 4.607  0.272
H: 0.859 7.771 6.902  0.302
H: 0.389 9.466 7.035  0.383
H: 2.043 9.022 6.552  0.257
H: 1.801 6.273 2.011  0.292
H: 2.364 4.831 2.901  0.376
H: 3.261 6.364 3.053  0.341